Formula: C28H74I2N6O7P
Source: OMol25
Level of theory: ωB97M-V/def2-TZVPD

Its HOMO energy is -3.7 eV. Its total charge is -1. For the calculated total energy, the calculation gives -78997.074 eV. As for the gap between HOMO and LUMO: 5.36 eV. The spin multiplicity is 1. The LUMO energy is 1.69 eV. The calculation puts the energy above the lowest of the compared OMol25 structures with the same formula, charge and spin at 0.0 kJ/mol.

Cartesian coordinates (Å):
I1 -3.03641 2.32576 0.40760
I2 -2.18302 2.30078 -4.38650
P1 -5.60605 4.12342 -3.10819
O1 4.40019 -4.49458 5.52803
O2 -2.18618 -2.47639 -4.58869
O3 6.94241 1.00825 -0.28929
O4 -5.62281 5.52192 -3.64395
O5 5.73764 -3.76454 0.34047
O6 -10.59852 7.02235 -4.89851
O7 0.16973 -1.34048 2.90172
N1 -9.39902 4.87438 -3.35980
N2 -2.52301 -0.37237 3.42404
N3 8.07419 2.18273 2.10432
N4 -4.80784 -1.25290 -4.28790
N5 5.87924 -6.67479 6.73575
N6 3.28000 -3.89195 1.89368
C1 -2.07331 -3.84266 -4.26007
C2 8.93269 1.69547 1.02359
C3 -2.20881 -1.11563 2.20255
C4 9.48043 2.89008 0.25028
C5 0.42019 -2.71432 3.12662
C6 5.71566 -4.29710 5.99927
C7 -3.61671 2.82776 -1.72372
C8 -5.15464 -3.45847 -5.25693
C9 -2.98296 -2.17992 -5.71656
C10 -0.72385 -1.05095 1.83992
C11 -2.23067 3.04848 -2.35556
C12 3.37376 -3.89718 6.29960
C13 -9.22877 7.06831 -4.51494
C14 -11.44600 7.90323 -4.19960
C15 -8.86324 6.23783 -3.28429
C16 3.80029 -1.53718 1.59220
C17 6.88755 1.82654 -1.44292
C18 -9.29662 6.86097 -1.96130
C19 -4.62005 3.87512 -1.71805
C20 -1.71489 4.47635 -2.31238
C21 5.77345 -2.76994 -0.66532
C22 -4.48917 -2.09747 -5.43735
C23 4.29232 -2.86936 2.15305
C24 5.57841 -4.98722 8.46302
C25 6.16315 -5.28155 7.08607
C26 8.23800 0.65023 0.14200
C27 5.68710 -3.27202 1.66389
C28 -2.75478 -2.53453 2.33172
H1 -9.04351 7.92294 -1.92397
H2 4.53167 -5.28412 8.52528
H3 3.02967 -4.55487 7.10163
H4 4.57720 -0.77131 1.64497
H5 5.84492 -3.25864 6.33391
H6 -11.82419 7.46422 -3.27164
H7 -0.30855 -3.15179 3.81882
H8 -2.77453 -2.90113 -6.52076
H9 2.93624 -1.18841 2.15786
H10 -4.25734 -1.57904 -3.49875
H11 -4.83405 -4.16445 -6.02655
H12 6.27191 -3.19556 -1.53612
H13 5.92668 1.64620 -1.92224
H14 1.40970 -2.79403 3.57020
H15 -2.05966 -4.46883 -5.15908
H16 -0.63035 4.45880 -2.22768
H17 -0.50391 -1.70097 0.98160
H18 -6.93466 3.76957 -2.79796
H19 -12.29763 8.12261 -4.84545
H20 4.89239 -6.74434 6.50510
H21 2.53513 -3.70690 5.63118
H22 8.68503 3.57143 -0.05013
H23 -4.93666 -1.62707 -6.31886
H24 6.36141 -6.91438 5.87494
H25 6.04760 -4.09237 2.29155
H26 3.30517 -4.12127 0.90396
H27 -1.50295 2.40412 -1.88218
H28 -10.39676 4.93908 -3.54305
H29 4.36740 -2.76260 3.24076
H30 -1.95990 5.03341 -3.20793
H31 6.33058 -1.88696 -0.33692
H32 -1.13066 -3.97227 -3.72876
H33 -2.64546 -1.19878 -6.05833
H34 7.20651 2.51393 1.69273
H35 -6.23698 -3.35321 -5.31951
H36 7.25031 -5.17935 7.16113
H37 -2.73727 -0.62929 1.37990
H38 3.53588 -4.75784 2.36063
H39 6.11992 -5.54688 9.22440
H40 10.01605 2.57116 -0.64586
H41 -10.93495 8.84246 -3.96194
H42 -2.42438 -3.16200 1.50111
H43 7.68681 1.57352 -2.14632
H44 8.10210 -0.25666 0.73889
H45 -8.78611 6.36218 -1.13872
H46 -2.88252 -4.17822 -3.60553
H47 -1.90190 -0.70410 4.15664
H48 6.94952 2.88871 -1.19523
H49 -2.43985 -3.00643 3.26383
H50 8.86547 0.38014 -0.71859
H51 -4.17429 4.85244 -1.53471
H52 10.16981 3.45382 0.87716
H53 -10.37071 6.75709 -1.79122
H54 -0.49974 -0.02535 1.53784
H55 -8.91813 8.11385 -4.38426
H56 6.35970 -4.44001 5.12669
H57 -2.27285 0.60388 3.29266
H58 7.79646 1.40631 2.69672
H59 -7.77145 6.16930 -3.27757
H60 6.39058 -2.43475 1.78013
H61 3.70388 -2.94684 6.72946
H62 -4.46934 -0.31151 -4.46313
H63 -4.92765 -3.88794 -4.28111
H64 -4.04099 1.90075 -2.09620
H65 -2.10611 4.98536 -1.43951
H66 3.48551 -1.63055 0.55285
H67 5.64843 -3.92526 8.70494
H68 -3.84406 -2.51275 2.32921
H69 -8.67625 6.66945 -5.36769
H70 0.42695 -3.27849 2.19260
H71 -9.01388 4.40870 -4.17589
H72 9.78358 1.18588 1.48693
H73 4.76865 -2.46511 -0.96624
H74 -5.30766 3.15492 -4.10026